The following is a quantum chemistry calculation of a 2-piece molecular cluster, C41H42F6N3O2 overall in a non-equilibrium geometry, from the Open Molecules 2025 dataset.

Output
Kohn-Sham gap   0.173 Ha
Max |F|   2.24 eV/Å
Total charge   +1
DFT total energy   -68062.845 eV
HOMO   -0.3433 hartree
Relative energy (zero: lowest compared OMol25 entry of this formula, charge and spin)   33.1 kJ/mol
Molecular weight   722.79 g/mol

Each line ends with the Löwdin charge.
Atoms and positions in Å:
C 1.9630 1.7622 0.4791  -0.04
O 1.8550 0.9824 1.6808  -0.06
C 1.2250 -0.1924 1.4935  -0.43
O 0.8632 -0.5760 0.3957  0.12
C 0.9764 -0.9844 2.7643  -0.19
C 1.6885 -2.3406 2.6714  -0.10
C 0.6504 -3.2842 2.0642  -0.14
C -0.7147 -2.6550 2.3875  -0.15
N -0.4337 -1.2947 2.7736  -0.06
C -1.3985 -0.4060 3.1145  -0.21
C -1.1135 0.8963 3.4995  -0.08
C -2.1622 1.9440 3.5323  -0.22
C -3.4249 1.5203 2.7606  -0.19
C -3.8640 0.1413 3.2455  -0.19
C -2.8057 -0.9138 2.9162  -0.13
H 2.7090 2.5317 0.6902  0.09
H 2.2671 1.1236 -0.3575  0.10
H 0.9862 2.2201 0.2689  0.11
H 1.2967 -0.3838 3.6215  0.15
H 2.6146 -2.2927 2.0964  0.13
H 1.9303 -2.6636 3.6892  0.12
H 0.7775 -3.3389 0.9760  0.11
H 0.7197 -4.2971 2.4700  0.11
H -1.3802 -2.7282 1.5129  0.13
H -1.2051 -3.2071 3.2061  0.12
H -0.0766 1.1992 3.6476  0.04
H -2.4495 2.2048 4.5724  0.11
H -1.7439 2.8716 3.1067  0.11
H -4.2209 2.2592 2.8888  0.11
H -3.1828 1.4773 1.6917  0.12
H -3.9756 0.1781 4.3351  0.12
H -4.8302 -0.1529 2.8165  0.12
H -2.9360 -1.2170 1.8636  0.13
H -3.0125 -1.8217 3.5030  0.12
F -1.4256 9.4183 1.9593  0.14
C -0.6577 8.2992 1.8736  -0.52
F -1.4555 7.2137 2.1588  0.12
F -0.2623 8.1522 0.5582  0.12
C 0.5511 8.3044 2.7666  -0.03
N 1.2714 7.0434 2.5557  -0.01
C 2.4102 7.1387 1.7274  -0.22
C 3.3274 8.1829 1.9570  -0.02
C 4.4420 8.3337 1.1353  -0.06
C 4.6364 7.4587 0.0585  -0.07
C 3.6776 6.4842 -0.2318  -0.06
C 2.5602 6.3259 0.5895  -0.03
C 0.9191 5.9256 3.2868  -0.16
C 1.3519 4.6317 2.9176  0.03
C 1.0272 3.5205 3.6744  0.01
C 0.3451 3.6553 4.9146  -0.22
C 0.1906 2.5913 5.8602  0.11
C 0.4843 2.7983 7.2397  -0.19
C -0.0145 1.9006 8.2292  0.02
C 0.2335 2.0901 9.5750  0.01
C 0.9821 3.2107 10.0285  -0.15
N 1.1791 3.4462 11.3720  0.00
C 0.4099 2.6939 12.3675  -0.02
C -0.7759 3.5224 12.7747  -0.52
F -1.6495 2.8756 13.5927  0.14
F -0.3668 4.6696 13.4200  0.13
F -1.4706 3.9327 11.6570  0.12
C 2.1096 4.3711 11.8942  -0.22
C 2.0582 5.7305 11.5365  -0.03
C 2.8766 6.6576 12.1750  -0.06
C 3.7925 6.2385 13.1490  -0.06
C 3.8225 4.8909 13.5349  -0.06
C 3.0003 3.9596 12.9081  -0.01
C 1.5460 4.0660 9.0534  0.02
C 1.3232 3.8617 7.7084  0.02
C -0.1367 4.9573 5.2483  -0.01
C 0.1314 6.0517 4.4583  0.01
H 1.1901 9.1290 2.4434  0.14
H 0.2319 8.4419 3.8004  0.13
H 3.1541 8.8634 2.7966  0.12
H 5.1477 9.1362 1.3430  0.11
H 5.5307 7.5532 -0.5633  0.11
H 3.7909 5.8417 -1.1062  0.11
H 1.7859 5.5889 0.3572  0.12
H 1.9531 4.5106 2.0204  0.08
H 1.3712 2.5326 3.3705  0.10
H -0.1171 1.5960 5.5651  0.11
H -0.6168 1.0526 7.9061  0.13
H -0.1346 1.3468 10.2837  0.11
H 0.0367 1.7598 11.9517  0.12
H 1.0296 2.5132 13.2528  0.14
H 1.3569 6.0484 10.7583  0.12
H 2.7893 7.7131 11.9108  0.11
H 4.4716 6.9590 13.6118  0.11
H 4.4923 4.5616 14.3342  0.11
H 3.0380 2.8982 13.1760  0.12
H 2.1720 4.9030 9.3533  0.10
H 1.8174 4.5265 7.0037  0.13
H -0.7122 5.0924 6.1645  0.13
H -0.2390 7.0229 4.7830  0.11

Cartesian forces, eV/Å:
0.0 0.2 -0.1
0.0 -0.2 0.0
-0.4 -0.1 -1.3
0.4 0.3 1.2
0.0 0.3 -0.5
-0.1 -0.1 0.6
-0.2 0.0 -0.5
-0.1 -1.1 -0.1
0.5 -0.6 0.6
0.2 1.8 0.2
-0.1 -2.1 -0.6
-0.6 0.7 0.3
0.3 0.0 0.2
0.1 0.1 0.1
-0.6 0.2 -0.3
-0.1 -0.1 -0.1
-0.1 0.3 0.2
0.3 -0.1 -0.1
-0.1 -0.2 0.1
-0.1 0.0 0.1
0.1 0.1 -0.1
0.0 0.0 0.3
0.1 0.2 -0.1
0.2 0.2 0.2
0.1 0.2 -0.1
-0.4 -0.3 -0.4
0.0 0.0 -0.3
-0.2 -0.2 0.0
0.1 -0.1 0.0
0.0 0.0 0.1
-0.2 0.1 0.0
0.2 0.1 0.1
0.2 0.1 0.2
0.3 0.2 -0.1
0.9 -1.1 0.0
-1.2 -0.5 -1.4
0.5 1.1 -0.3
-0.6 0.3 1.4
0.3 -0.1 0.0
-0.7 0.4 0.9
0.8 0.2 -1.3
-0.1 -0.5 0.0
-0.2 -0.3 -0.1
-0.1 0.1 0.1
0.1 0.0 0.2
0.1 0.2 0.4
0.1 0.1 0.2
0.0 -0.3 0.1
-0.1 0.1 0.3
-0.2 0.5 -0.2
0.7 0.9 1.2
-0.3 0.0 -0.5
0.3 0.0 0.5
-0.4 -0.3 -0.6
0.0 0.1 0.6
-0.5 -1.3 -0.9
0.3 -0.1 -0.1
-1.3 1.6 0.4
1.0 0.5 -0.8
-0.6 -1.3 -0.6
0.5 -0.5 1.1
0.9 1.4 0.8
-0.2 -0.4 0.1
0.3 -0.2 0.0
-0.3 -0.2 0.0
0.1 0.2 -0.1
-0.4 0.1 -0.6
0.3 0.1 -0.8
-0.3 0.1 0.5
0.6 -0.2 0.1
-0.2 -0.1 0.0
-0.3 -0.1 0.2
0.2 0.2 -0.3
0.3 -0.3 -0.3
-0.1 -0.2 -0.1
-0.4 0.0 0.2
0.0 0.2 0.3
0.3 0.4 -0.1
-0.2 -0.1 0.4
0.0 0.3 -0.1
0.0 -0.1 -0.2
0.2 0.1 0.1
0.0 0.3 -0.5
0.2 0.1 0.4
-0.3 -0.1 -0.3
0.1 0.0 0.6
0.1 -0.3 0.1
-0.3 -0.3 -0.1
-0.2 0.1 -0.4
0.1 0.5 0.0
-0.1 -0.4 -0.1
-0.2 -0.2 0.0
0.1 -0.1 -0.2
0.0 -0.5 -0.1